This record from the OMol25 dataset describes an isolated molecule of C2H3N3O2 at a distorted geometry. The level of theory is the ωB97M-V functional and the def2-TZVPD basis.

Properties
energy above the lowest of the compared OMol25 structures with the same formula, charge and spin = 6.384 eV
HOMO-LUMO gap = 9.6 eV
E_HOMO = -10.04 eV

Geometry as ORCA input:
```
! wB97M-V def2-TZVPD RIJCOSX def2/J DEFGRID3
* xyz 0 1
C 1.66 -0.53 -0.17
C -0.56 -0.59 0.16
H -1.48 0.87 -0.76
H 2.69 -1.07 -0.50
H -1.96 -1.82 -0.61
N -0.22 0.75 0.57
N 0.53 -1.31 -0.10
N -1.83 -0.92 0.09
O -0.71 1.66 -0.38
O 1.31 0.73 0.13
*
```